(1)
Computed, not measured: one molecule with the formula C4H5NO2 at a distorted geometry, with ωB97M-V with the def2-TZVPD basis set.

Energy relative to the best compared isomer or geometry (same formula, charge and spin): 3.716 eV
Spin multiplicity: 1
Energy: -360.5329 Ha
Molecular weight: 99.1 g/mol
Net charge: 0
LUMO level: 0.677 eV
HOMO: -8.9142 eV

Each line ends with the Mulliken charge.
Geometry (Å):
N (2.1390, 0.8446, 1.0899)  -0.38
C (0.8277, 0.7563, 0.9630)  -0.02
C (-0.2221, 0.8111, 0.3133)  -0.55
C (-0.8778, -0.0844, -0.6276)  0.67
O (-2.1103, 0.2393, -1.2117)  -0.53
C (-0.9634, -1.5607, -0.2022)  0.07
O (-0.1179, -2.1106, 0.4549)  -0.45
H (2.6181, 0.8093, 1.9697)  0.21
H (2.6933, 0.7512, 0.2499)  0.21
H (-0.0329, 0.1295, -1.3311)  0.13
H (-2.1796, 1.2004, -1.2046)  0.31
H (-1.8738, -2.0977, -0.5477)  0.34

(2)
Computed, not measured: a 2-piece molecular cluster, C47H61BN3 overall at a distorted geometry, with ωB97M-V with the def2-TZVPD basis set.

Energy relative to the best compared isomer or geometry (same formula, charge and spin): 0.000 eV
Spin multiplicity: 1
Energy: -2016.3098 Ha
Molecular weight: 678.8 g/mol
Net charge: +1
LUMO level: -4.993 eV
HOMO: -10.0581 eV

Each line ends with the Mulliken charge.
Geometry (Å):
C (3.9339, -2.3021, 2.2390)  -1.76
C (4.9967, -1.4915, 2.9469)  2.67
C (5.4840, -2.3774, 4.0983)  -2.46
C (6.1921, -1.3307, 2.0030)  -1.70
C (4.4486, -0.1057, 3.4435)  -0.27
C (4.7996, 0.2503, 4.7498)  -0.70
C (4.5170, 1.4996, 5.2976)  -1.49
C (3.9567, 2.4704, 4.4924)  -1.17
C (3.6912, 2.2018, 3.1334)  0.78
C (3.5162, 3.4814, 2.2696)  2.32
C (3.4529, 3.2582, 0.7728)  -1.21
C (4.7275, 4.3967, 2.5004)  -1.82
C (2.2456, 4.1951, 2.7330)  -1.69
C (3.7079, 0.8718, 2.6765)  -0.13
N (3.0871, 0.5333, 1.4151)  1.46
C (1.7649, 0.5253, 0.9848)  -1.23
B (0.3856, 1.2285, 1.3391)  0.66
H (-0.7892, 0.8022, 0.7175)  -0.09
N (1.7978, -0.0221, -0.2798)  1.51
C (0.6515, -0.2803, -1.0930)  -0.04
C (0.3623, 0.6171, -2.1737)  -0.19
C (1.3605, 1.5636, -2.9318)  2.42
C (0.6435, 2.5199, -3.8981)  -2.44
C (2.3314, 0.7670, -3.8041)  -1.48
C (2.1087, 2.4706, -1.9734)  -1.48
C (-0.9818, 0.6975, -2.5432)  -0.81
C (-1.9210, -0.1774, -2.0218)  -0.49
C (-1.5978, -1.1446, -1.1087)  0.01
C (-0.2891, -1.2447, -0.6443)  0.44
C (-0.1257, -2.3712, 0.4062)  2.53
C (-0.9075, -1.9650, 1.6664)  -1.20
C (1.3038, -2.6745, 0.7609)  -1.44
C (-0.7216, -3.6790, -0.1430)  -1.80
C (3.1073, -0.2552, -0.6658)  -1.36
C (3.8964, 0.2092, 0.3133)  -1.20
H (3.6593, -1.8281, 1.2999)  0.31
H (4.3244, -3.3001, 1.9868)  0.45
H (3.0472, -2.4303, 2.8713)  0.48
H (6.4053, -1.9964, 4.5490)  0.51
H (4.7143, -2.4957, 4.8673)  0.45
H (5.7178, -3.3752, 3.7076)  0.48
H (6.9250, -0.6239, 2.4116)  0.35
H (6.6799, -2.3089, 1.8794)  0.43
H (5.8960, -0.9891, 1.0116)  0.42
H (5.3484, -0.4545, 5.3711)  0.40
H (4.8082, 1.7114, 6.3265)  0.40
H (3.7799, 3.4717, 4.8863)  0.34
H (3.3806, 4.2289, 0.2612)  0.73
H (2.5596, 2.6978, 0.5197)  -0.54
H (4.3467, 2.7569, 0.3786)  0.33
H (4.8080, 4.7222, 3.5442)  0.36
H (5.6539, 3.8726, 2.2225)  0.40
H (4.6332, 5.2863, 1.8640)  0.45
H (2.3383, 4.4844, 3.7846)  0.43
H (2.0919, 5.1069, 2.1438)  0.43
H (1.3691, 3.5453, 2.6167)  0.16
H (0.3323, 1.1415, 2.5540)  -0.01
H (0.3970, 2.4104, 0.9236)  -0.14
H (-0.0520, 3.1860, -3.3700)  0.45
H (1.3928, 3.1545, -4.3976)  0.44
H (0.1102, 1.9743, -4.6860)  0.50
H (2.9126, 0.0375, -3.2390)  0.18
H (1.7734, 0.2258, -4.5764)  0.43
H (3.0243, 1.4612, -4.3000)  0.41
H (2.8373, 1.9053, -1.3954)  0.37
H (2.6725, 3.2388, -2.5241)  0.51
H (1.4141, 2.9850, -1.3005)  0.34
H (-1.3502, 1.4335, -3.2677)  0.47
H (-2.9452, -0.0894, -2.3193)  -0.46
H (-2.3894, -1.7870, -0.7122)  -0.10
H (-1.9561, -1.7472, 1.4244)  -0.18
H (-0.8925, -2.7800, 2.4048)  0.59
H (-0.4790, -1.0628, 2.1149)  0.03
H (1.8960, -2.9278, -0.1236)  0.24
H (1.7256, -1.8015, 1.2462)  -0.53
H (1.3507, -3.5210, 1.4600)  0.73
H (-0.2650, -3.9219, -1.1114)  0.42
H (-0.5122, -4.5024, 0.5528)  0.46
H (-1.8084, -3.6363, -0.2774)  0.16
H (3.3410, -0.7528, -1.5859)  0.50
H (4.9432, 0.4372, 0.3018)  1.12
C (-5.8670, -4.4315, 0.6002)  -0.97
N (-5.9090, -3.1324, -0.0525)  0.21
C (-5.2747, -2.0005, 0.3656)  -1.11
C (-5.5070, -0.9730, -0.5898)  0.94
C (-4.9343, 0.3056, -0.6565)  -0.77
C (-5.0072, 1.0352, -1.9130)  1.18
C (-4.7019, 0.3539, -3.1414)  -0.25
C (-4.5349, 1.0484, -4.3376)  -0.72
C (-4.9247, 2.3893, -4.4048)  -0.60
C (-5.3833, 3.0446, -3.2490)  -0.68
C (-5.4113, 2.3926, -2.0192)  -0.58
C (-6.4424, -1.5453, -1.5777)  0.80
C (-7.1612, -1.0383, -2.6595)  0.24
C (-7.9854, -1.8925, -3.4121)  -0.93
C (-8.1467, -3.2394, -3.0399)  -0.68
C (-7.4594, -3.7633, -1.9291)  -0.82
C (-6.6137, -2.9022, -1.2348)  -0.08
H (-6.0667, -5.2217, -0.1425)  0.34
H (-4.8580, -4.5769, 1.0031)  0.35
H (-6.6235, -4.5204, 1.4035)  0.33
H (-4.6813, -1.9697, 1.2773)  0.56
H (-4.6640, 0.8014, 0.2804)  0.55
H (-4.4808, -0.7223, -3.1532)  0.45
H (-4.0943, 0.5371, -5.2020)  0.45
H (-4.8505, 2.9142, -5.3530)  0.46
H (-5.7127, 4.0812, -3.3159)  0.44
H (-5.7802, 2.8957, -1.1170)  0.45
H (-7.1133, 0.0229, -2.9077)  0.48
H (-8.5158, -1.5006, -4.2839)  0.42
H (-8.8255, -3.8740, -3.6041)  0.40
H (-7.5665, -4.7994, -1.6126)  0.30

(3)
Computed, not measured: C27H38NO2PS2Sb2Sn as an isolated structure, with ωB97M-V with the def2-TZVPD basis set.

Spin multiplicity: 2
Energy: -3089.2501 Ha
Expectation value of S²: 0.759
Molecular weight: 865.9 g/mol
Net charge: +1
LUMO level (alpha / beta): -2.882 / -4.595 eV
HOMO (alpha / beta): -9.8922 / -10.3399 eV

Each line ends with the Mulliken charge.
Geometry (Å):
Sn (-0.5538, 0.5294, -0.3828)  0.93
C (-1.0923, 0.8631, 4.6514)  -1.19
Sb (-0.2506, 0.5231, 2.7146)  0.40
C (-0.1788, -1.6026, 2.8422)  -1.27
C (1.7919, 1.1924, 3.0767)  -1.29
C (2.8242, 0.1088, 3.3497)  0.59
C (2.5885, -0.7875, 4.4033)  -0.13
C (3.4661, -1.8029, 4.7267)  -0.87
C (4.6301, -1.9460, 3.9831)  -0.71
C (4.9002, -1.0445, 2.9702)  -0.48
C (4.0285, 0.0079, 2.6444)  0.92
C (4.4629, 0.9817, 1.5774)  -1.91
Sb (4.3889, 0.1347, -0.4442)  0.78
C (2.9810, -1.4167, 0.0436)  -1.04
C (2.8674, 1.5089, -1.1098)  -0.83
H (-0.4915, 0.3025, 5.3685)  0.36
H (-2.1184, 0.4987, 4.6559)  0.38
H (-1.0790, 1.9248, 4.8957)  0.38
H (0.0675, -1.9121, 3.8570)  0.57
H (0.5497, -2.0112, 2.1405)  0.37
H (-1.1760, -1.9649, 2.5739)  0.37
H (1.6712, 1.8490, 3.9493)  0.64
H (2.0339, 1.8214, 2.2219)  0.12
H (1.6887, -0.6561, 4.9992)  0.44
H (3.2531, -2.4745, 5.5526)  0.44
H (5.3291, -2.7444, 4.2060)  0.40
H (5.8286, -1.1322, 2.4093)  0.41
H (5.5122, 1.2428, 1.7164)  0.52
H (3.8856, 1.9057, 1.5527)  0.59
H (3.4911, -2.3021, 0.4275)  0.44
H (2.4300, -1.6904, -0.8635)  0.39
H (2.2862, -1.0541, 0.8104)  0.00
H (3.2869, 2.5133, -1.2205)  0.46
H (2.0611, 1.5479, -0.3651)  -0.27
H (2.4574, 1.1893, -2.0766)  0.38
C (-0.3539, -0.0500, -4.8975)  -1.00
C (-0.6108, 1.2367, -5.3481)  -0.63
C (-0.7498, 2.2716, -4.4390)  -0.73
C (-0.6187, 2.0166, -3.0802)  0.63
N (-0.4048, 0.7572, -2.6636)  0.82
C (-0.2719, -0.2539, -3.5379)  -0.39
C (-0.6925, 3.0623, -2.0156)  0.18
C (-0.6766, 4.4239, -2.3160)  -0.95
C (-0.7238, 5.3665, -1.2969)  -0.76
C (-0.7798, 4.9592, 0.0313)  -0.74
C (-0.7736, 3.6011, 0.3341)  -0.58
C (-0.7416, 2.6625, -0.6815)  0.72
H (-0.2343, -0.8804, -5.5793)  0.48
H (-0.7068, 1.4354, -6.4093)  0.44
H (-0.9639, 3.2720, -4.7845)  0.46
H (-0.1078, -1.2395, -3.1170)  0.50
H (-0.6067, 4.7651, -3.3441)  0.34
H (-0.7093, 6.4218, -1.5409)  0.41
H (-0.8185, 5.6939, 0.8276)  0.45
H (-0.8025, 3.2870, 1.3723)  0.30
C (-3.1083, -4.7137, 0.9285)  -1.00
C (-3.5503, -4.1576, -0.4010)  -0.40
O (-3.6370, -2.6944, -0.3181)  -0.35
P (-2.5911, -1.7743, -1.0572)  0.96
S (-3.0294, 0.0888, -0.4020)  -0.54
S (-0.6997, -2.2923, -0.8077)  -0.42
O (-2.8909, -1.8761, -2.6113)  -0.30
C (-4.1991, -1.4957, -3.1422)  -0.47
C (-4.0005, -0.4378, -4.1968)  -0.89
H (-3.1076, -5.8060, 0.8855)  0.39
H (-3.7924, -4.3972, 1.7190)  0.30
H (-2.1004, -4.3734, 1.1729)  0.18
H (-4.5471, -4.4951, -0.6650)  0.37
H (-2.8668, -4.4426, -1.2007)  0.38
H (-4.8376, -1.1315, -2.3385)  0.45
H (-4.6460, -2.3971, -3.5527)  0.31
H (-3.5674, 0.4662, -3.7569)  0.07
H (-4.9647, -0.1810, -4.6426)  0.44
H (-3.3373, -0.8015, -4.9847)  0.26